A structure of composition C10H18BF6N3O6S3Ti, computed with ωB97M-V with the def2-TZVPD basis set.

Properties
charge	+1
spin multiplicity	2
gap between HOMO and LUMO (alpha / beta)	8.809 / 9.163	eV
LUMO energy (alpha / beta)	-3.03 / -2.81	eV

Element x y z (Å)
Ti 0.898 -0.822 -0.441
F 5.959 -0.884 0.197
C 5.198 -1.584 -0.616
F 5.191 -1.048 -1.818
F 5.571 -2.844 -0.663
S 3.452 -1.548 0.007
O 2.614 -2.486 -0.736
O 2.899 -0.179 -0.282
N 3.594 -1.758 1.551
S 2.216 -1.500 2.330
O 1.069 -1.850 1.451
O 2.231 -1.967 3.663
C 1.999 0.360 2.474
F 1.498 0.614 3.662
F 1.089 0.766 1.541
F 3.125 1.021 2.288
C -3.013 -2.909 0.813
C -2.971 -1.859 -0.279
C -4.311 -1.732 -0.966
O -2.009 -2.357 -1.275
B -0.815 -1.780 -1.154
O -0.931 -0.636 -0.130
C -2.376 -0.480 0.189
C -2.499 -0.228 1.670
C -2.830 0.709 -0.625
H -3.294 -3.861 0.366
H -3.752 -2.653 1.573
H -2.045 -3.040 1.297
H -4.664 -2.724 -1.243
H -4.247 -1.125 -1.867
H -5.050 -1.288 -0.295
H -1.967 -0.972 2.259
H -3.553 -0.260 1.954
H -2.117 0.762 1.921
H -2.662 0.564 -1.692
H -2.273 1.591 -0.307
H -3.891 0.897 -0.463
C 0.728 4.903 -1.487
N 0.388 3.542 -1.873
C 1.146 2.476 -1.638
N 2.269 2.645 -0.940
S 0.675 0.955 -2.293
H -0.116 5.545 -1.719
H 1.598 5.269 -2.036
H 0.910 4.965 -0.413
H -0.427 3.375 -2.441
H 2.608 3.557 -0.683
H 2.889 1.860 -0.832